Entry 1:
Below is a molecular structure, C6H12ClN3O, with properties calculated with wB97M-V/def2-TZVPD.

Last column: Mulliken charge in e.
CARTESIAN COORDINATES (ANGSTROEM)
C -0.601 0.922 2.615  0.6092
C 0.873 -0.297 -2.412  -0.5607
C 0.211 0.960 -1.824  -0.3418
C 1.381 -1.225 -1.246  -0.7019
C -0.990 0.444 -0.860  -0.8504
C 0.468 -1.437 -0.103  -0.6732
N 0.201 1.712 2.167  -0.6791
N -0.299 -0.173 0.333  0.2103
N -1.293 0.586 3.627  -0.2787
O -1.140 -0.316 1.417  -0.5182
Cl -1.507 1.688 5.021  -0.0584
H 0.091 -0.921 -2.875  0.3048
H 1.841 -0.150 -3.028  0.2928
H 0.833 1.443 -1.020  0.1821
H -0.207 1.735 -2.635  0.2793
H 1.765 -2.204 -1.690  0.3022
H 2.348 -0.816 -0.902  0.3671
H -1.524 1.185 -0.348  0.4179
H -1.770 -0.224 -1.331  0.3484
H -0.283 -2.259 -0.519  0.2625
H 1.065 -1.924 0.744  0.3363
H 0.489 1.442 1.165  0.4462
H -1.952 -0.170 3.708  0.3032

Energy relative to the best compared isomer or geometry (same formula, charge and spin), kcal/mol: 64.6
HOMO-LUMO gap, Eh: 0.3097
LUMO, eV: -0.289

***

Entry 2:
Below is a molecular structure, C26H24IrNO5P, with properties calculated with wB97M-V/def2-TZVPD.

Last column: Mulliken charge in e.
CARTESIAN COORDINATES (ANGSTROEM)
Ir 0.472 1.525 -0.435  1.4267
O 4.523 1.966 0.429  -0.4148
C 3.351 2.102 0.390  0.6229
O 2.296 1.690 0.917  -0.7410
C 2.807 3.326 -0.956  0.6284
O 3.456 4.308 -0.970  -0.3876
O 1.835 2.792 -1.545  -0.7574
C -0.982 4.464 0.613  -1.2917
C -2.195 3.709 0.068  0.0261
C -2.194 3.603 -1.455  -1.3739
C -2.400 2.352 0.764  -0.0180
C -3.842 1.844 0.629  -0.7144
O -3.720 0.566 -0.042  -0.4503
C -2.433 0.298 -0.201  1.0151
N -1.614 1.207 0.213  -0.1208
C -2.146 -1.023 -0.800  -0.0306
C -3.240 -1.708 -1.335  -0.9888
C -3.085 -2.957 -1.909  -0.8256
C -1.831 -3.544 -1.947  -0.7411
C -0.739 -2.878 -1.409  -0.9424
C -0.875 -1.623 -0.831  0.8040
P 0.595 -0.835 -0.107  0.8310
C 2.053 -1.569 -0.886  0.6166
C 2.622 -2.756 -0.421  -0.3218
C 3.727 -3.291 -1.067  -0.7230
C 4.268 -2.645 -2.172  -0.5094
C 3.711 -1.462 -2.634  -0.8297
C 2.608 -0.922 -1.990  -0.3740
C 0.608 -1.364 1.622  0.6266
C -0.489 -2.002 2.199  -0.3356
C -0.438 -2.401 3.528  -0.7665
C 0.705 -2.169 4.279  -0.5496
C 1.797 -1.527 3.708  -0.7837
C 1.752 -1.121 2.385  -0.2392
H -0.829 5.401 0.078  0.4228
H -0.056 3.887 0.517  0.0769
H -1.100 4.688 1.675  0.4171
H -3.081 4.291 0.340  0.4130
H -1.287 3.138 -1.845  0.1652
H -2.237 4.595 -1.904  0.4585
H -3.039 3.019 -1.832  0.3491
H -2.121 2.458 1.812  0.5207
H -4.467 2.488 0.015  0.4409
H -4.331 1.671 1.583  0.3041
H -4.217 -1.249 -1.301  0.5461
H -3.944 -3.467 -2.326  0.4202
H -1.699 -4.521 -2.394  0.4733
H 0.235 -3.348 -1.447  0.4332
H 2.213 -3.252 0.452  0.4928
H 4.170 -4.208 -0.703  0.4403
H 5.135 -3.063 -2.670  0.4168
H 4.145 -0.953 -3.485  0.4299
H 2.183 0.011 -2.342  0.3447
H -1.382 -2.195 1.616  0.3928
H -1.289 -2.900 3.973  0.4391
H 0.746 -2.490 5.313  0.4015
H 2.687 -1.341 4.298  0.4439
H 2.601 -0.612 1.946  0.3907

2S+1: 5
Net charge: +1
HOMO-LUMO gap (spin up / spin down), Eh: 0.2679 / 0.2671
Expectation value of S²: 6.01
LUMO (spin up / spin down), eV: -3.381 / -4.994

***

Entry 3:
Below is 4 unconnected molecules or ions with the total composition C25H57F2NO12S, with properties calculated with wB97M-V/def2-TZVPD.

Last column: Mulliken charge in e.
CARTESIAN COORDINATES (ANGSTROEM)
C 2.311 3.155 0.223  -0.5042
O 1.241 3.305 -0.678  -0.3630
C 1.388 2.532 -1.863  -0.8620
C 0.202 1.586 -1.974  -0.6309
C -1.102 2.371 -2.276  -0.3339
C -2.247 1.777 -1.467  -0.9624
N -3.472 2.656 -1.418  0.0832
C -3.134 4.032 -0.989  -0.7633
C -4.339 4.960 -0.895  -0.3632
F -3.817 6.214 -0.601  -0.3367
S -4.544 1.960 -0.354  1.1455
O -5.865 2.414 -0.604  -0.5535
O -4.358 0.551 -0.297  -0.6134
F -4.077 2.472 1.052  -0.2674
H 2.572 2.106 0.376  0.0905
H 2.033 3.575 1.188  0.2961
H 3.199 3.705 -0.102  0.3031
H 1.394 3.230 -2.703  0.3607
H 2.312 1.953 -1.848  0.4678
H 0.378 0.801 -2.706  0.5022
H 0.108 1.103 -0.999  0.3187
H -0.901 3.406 -2.027  0.2810
H -1.314 2.236 -3.335  0.2291
H -2.557 0.859 -1.959  0.2880
H -1.916 1.509 -0.464  0.5962
H -2.482 4.479 -1.732  0.5731
H -2.599 4.066 -0.038  0.4018
H -4.857 5.013 -1.849  0.2807
H -5.017 4.712 -0.086  0.3645
C 7.189 -0.279 -3.709  -0.8155
O 6.419 -0.972 -2.752  -0.2453
C 6.930 -2.245 -2.394  -0.5645
C 6.831 -2.502 -0.906  -0.2495
O 7.706 -1.738 -0.095  -0.4611
C 7.475 -0.348 0.058  -0.4021
C 6.255 0.020 0.874  -0.3312
O 5.049 -0.255 0.179  -0.2380
C 4.036 -0.821 0.982  -0.7403
H 6.966 -0.626 -4.725  0.3116
H 6.932 0.777 -3.636  0.2357
H 8.261 -0.386 -3.518  0.3733
H 7.973 -2.350 -2.709  0.3530
H 6.335 -3.011 -2.909  0.3642
H 7.142 -3.538 -0.747  0.4096
H 5.797 -2.426 -0.562  0.0679
H 7.477 0.171 -0.902  0.1195
H 8.342 0.017 0.614  0.4209
H 6.294 1.098 1.081  0.3821
H 6.284 -0.516 1.830  0.1465
H 4.436 -1.568 1.675  0.3418
H 3.326 -1.316 0.319  0.3034
H 3.512 -0.044 1.550  0.1973
C 7.337 -2.346 7.295  -0.7844
O 6.022 -1.838 7.269  -0.2939
C 5.852 -0.679 6.475  -0.5740
C 4.574 -0.722 5.666  -0.3411
O 4.556 -1.659 4.601  -0.2938
C 4.523 -3.045 4.902  -0.3073
C 3.233 -3.549 5.511  -0.6435
O 3.067 -3.110 6.847  -0.2927
C 1.756 -2.703 7.173  -0.7895
H 7.961 -1.797 8.008  0.3086
H 7.282 -3.388 7.608  0.2385
H 7.803 -2.309 6.305  0.3582
H 6.702 -0.540 5.797  0.3311
H 5.798 0.192 7.143  0.3864
H 4.478 0.251 5.178  0.4262
H 3.702 -0.837 6.312  0.0876
H 5.386 -3.351 5.495  0.1273
H 4.622 -3.540 3.931  0.3911
H 3.262 -4.647 5.512  0.4021
H 2.391 -3.228 4.887  0.3438
H 1.305 -2.116 6.366  0.3629
H 1.819 -2.074 8.060  0.2381
H 1.117 -3.565 7.396  0.3090
C -10.380 -0.416 -6.796  -0.7855
O -9.847 0.216 -5.655  -0.2905
C -10.805 0.561 -4.670  -0.5514
C -10.316 0.271 -3.268  -0.1880
O -10.216 -1.101 -2.928  -0.4505
C -9.197 -1.890 -3.519  -0.3291
C -7.790 -1.582 -3.054  -0.5220
O -7.326 -0.343 -3.554  -0.3578
C -6.609 0.436 -2.611  -0.9628
H -10.799 0.315 -7.497  0.3123
H -9.566 -0.947 -7.289  0.2327
H -11.153 -1.145 -6.530  0.3629
H -11.748 0.030 -4.839  0.3434
H -10.999 1.640 -4.743  0.3693
H -11.072 0.670 -2.586  0.4040
H -9.387 0.804 -3.057  0.0112
H -9.261 -1.886 -4.608  0.1144
H -9.416 -2.911 -3.195  0.4012
H -7.127 -2.375 -3.425  0.3696
H -7.763 -1.596 -1.959  0.3208
H -7.080 0.404 -1.627  0.4300
H -6.625 1.467 -2.959  0.3753
H -5.573 0.096 -2.539  0.3923

HOMO-LUMO gap, Eh: 0.3440
SMILES: COCCCCN(CCF)S(=O)(=O)F.COCCOCCOC.COCCOCCOC.COCCOCCOC
LUMO, eV: 0.512

***

What total energy values result from the calculations? In sequence: -25451.681 -51198.906 -69172.631 eV.